No. 1
{"formula": "C28H48F7N5O6S3Si", "method": "wB97M-V/def2-TZVPD", "species": ["C", "C", "C", "C", "C", "C", "C", "N", "C", "C", "C", "C", "C", "C", "C", "C", "Si", "C", "C", "C", "C", "C", "C", "C", "C", "C", "N", "N", "N", "C", "F", "C", "S", "O", "O", "H", "H", "H", "H", "H", "H", "H", "H", "H", "H", "H", "H", "H", "H", "H", "H", "H", "H", "H", "H", "H", "H", "H", "H", "H", "H", "H", "H", "H", "H", "H", "H", "H", "H", "H", "H", "H", "H", "H", "H", "H", "H", "H", "H", "H", "H", "H", "H", "C", "F", "F", "F", "S", "O", "O", "N", "S", "O", "O", "C", "F", "F", "F"], "coordinates": [[2.836, 2.116, 3.625], [1.526, 2.833, 3.271], [1.260, 2.824, 1.760], [1.934, 3.988, 1.008], [1.022, 4.965, 0.245], [0.392, 4.516, -1.100], [1.199, 3.406, -1.787], [0.930, 2.054, -1.233], [1.512, 0.967, -2.100], [1.954, -0.253, -1.291], [1.646, -1.614, -1.926], [1.612, -2.707, -0.838], [0.225, -3.230, -0.479], [-0.549, -3.843, -1.663], [-1.744, -2.972, -2.118], [-3.115, -3.664, -2.074], [-4.496, -2.393, -2.016], [-4.012, -0.841, -2.989], [-6.105, -2.989, -2.758], [-4.720, -1.861, -0.224], [-5.736, -0.963, 0.134], [-5.876, -0.509, 1.445], [-5.005, -0.955, 2.437], [-4.008, -1.872, 2.114], [-3.873, -2.318, 0.798], [-0.425, 1.894, -1.094], [-0.911, 0.946, -0.355], [-2.291, 0.725, -0.248], [-1.313, 2.787, -1.692], [-1.113, 4.135, -1.119], [-1.771, 4.973, -2.005], [-1.864, 4.167, 0.198], [-3.651, 4.060, -0.003], [-4.105, 3.213, 1.074], [-4.184, 5.374, -0.201], [3.244, 2.461, 4.574], [3.593, 2.255, 2.849], [2.672, 1.040, 3.706], [0.705, 2.300, 3.759], [1.528, 3.854, 3.658], [0.184, 2.793, 1.580], [1.656, 1.881, 1.370], [2.739, 3.625, 0.365], [2.437, 4.602, 1.760], [1.644, 5.830, 0.001], [0.276, 5.339, 0.944], [0.467, 5.362, -1.786], [2.262, 3.599, -1.659], [1.003, 3.411, -2.865], [2.354, 1.414, -2.623], [0.778, 0.672, -2.860], [3.036, -0.206, -1.152], [1.540, -0.224, -0.281], [0.714, -1.594, -2.501], [2.439, -1.850, -2.639], [2.268, -3.535, -1.110], [2.075, -2.270, 0.048], [0.349, -3.981, 0.303], [-0.357, -2.414, -0.026], [0.142, -3.963, -2.498], [-0.917, -4.828, -1.377], [-1.778, -2.107, -1.440], [-1.559, -2.561, -3.111], [-3.256, -4.314, -2.939], [-3.176, -4.267, -1.164], [-3.109, -0.981, -3.584], [-4.814, -0.583, -3.686], [-3.875, 0.009, -2.319], [-5.925, -3.221, -3.811], [-6.541, -3.850, -2.255], [-6.816, -2.158, -2.744], [-6.423, -0.585, -0.616], [-6.662, 0.194, 1.687], [-5.104, -0.599, 3.454], [-3.336, -2.244, 2.878], [-3.088, -3.031, 0.565], [-0.263, 0.325, 0.118], [-2.454, -0.240, 0.026], [-2.681, 1.305, 0.495], [-1.145, 2.823, -2.696], [-1.617, 3.310, 0.817], [-1.725, 5.093, 0.753], [-3.753, 3.343, -1.143], [7.460, -4.399, 3.407], [7.728, -5.702, 3.502], [6.897, -4.000, 4.548], [8.607, -3.741, 3.247], [6.330, -4.137, 1.975], [5.129, -4.852, 2.304], [7.069, -4.564, 0.823], [6.210, -2.561, 2.132], [5.326, -1.725, 1.146], [3.906, -1.928, 1.279], [5.826, -1.588, -0.196], [5.612, -0.076, 1.918], [6.893, 0.274, 1.887], [5.189, -0.040, 3.182], [4.911, 0.843, 1.226]], "atomic_forces_ev_per_a": [[-0.06, 0.08, -0.10], [-0.05, -0.40, -0.01], [0.26, -0.19, -0.02], [-0.09, 0.12, 0.23], [0.36, -0.08, 0.00], [0.21, -0.26, 0.15], [0.18, -0.01, -0.01], [-0.95, 0.44, -1.15], [0.30, -0.45, 0.49], [0.24, -0.11, -0.29], [0.07, -0.19, 0.06], [0.23, 0.20, 0.06], [0.24, -0.15, -0.02], [-0.16, 0.46, 0.08], [0.11, -0.09, 0.27], [0.00, 0.35, -0.11], [0.01, 0.20, -0.21], [-0.22, -0.04, -0.04], [0.15, 0.20, 0.01], [-0.06, -0.06, 0.33], [0.23, 0.10, 0.27], [0.17, -0.16, -0.15], [0.07, -0.13, -0.22], [-0.11, 0.12, -0.24], [-0.11, 0.22, 0.02], [0.55, -0.13, 0.05], [-0.25, -0.25, 0.07], [-0.13, -0.06, 0.21], [-0.30, 0.12, 0.30], [-0.09, 0.18, -0.12], [0.16, -0.06, 0.05], [-0.32, 0.16, -0.08], [0.01, -0.05, 0.26], [0.03, 0.04, -0.19], [0.02, -0.19, -0.02], [0.01, -0.02, 0.00], [0.00, 0.12, 0.12], [0.04, 0.02, -0.05], [0.00, 0.16, 0.14], [-0.08, 0.05, -0.06], [-0.05, 0.18, -0.03], [-0.11, -0.03, -0.01], [-0.06, -0.03, -0.02], [0.06, 0.00, -0.06], [-0.05, 0.02, 0.03], [-0.11, 0.04, -0.08], [-0.17, 0.06, 0.08], [-0.01, -0.05, -0.05], [-0.01, -0.01, -0.01], [0.01, 0.06, 0.03], [-0.05, 0.12, 0.02], [-0.03, 0.05, 0.29], [-0.04, 0.08, 0.05], [-0.08, 0.08, 0.06], [-0.08, 0.07, -0.09], [-0.12, -0.07, -0.07], [0.05, -0.28, 0.07], [0.01, 0.09, 0.06], [-0.09, -0.05, 0.00], [-0.01, -0.23, 0.00], [0.03, -0.07, -0.12], [-0.03, 0.09, -0.12], [-0.06, -0.02, -0.04], [0.07, -0.16, 0.09], [-0.05, -0.22, -0.14], [0.05, 0.04, 0.04], [0.00, 0.02, 0.01], [0.11, -0.01, -0.06], [-0.06, -0.14, 0.03], [-0.04, -0.04, -0.03], [-0.10, -0.10, 0.07], [0.01, -0.05, -0.04], [0.01, 0.01, 0.03], [-0.04, 0.00, 0.01], [-0.01, 0.01, 0.02], [-0.01, 0.01, 0.06], [0.04, -0.01, 0.07], [0.04, -0.16, -0.12], [0.02, 0.05, -0.02], [0.13, 0.08, 0.00], [0.25, 0.12, 0.13], [0.08, -0.03, 0.00], [-0.07, 0.06, -0.12], [-0.07, 0.09, -0.07], [0.03, -0.07, 0.02], [0.01, -0.01, 0.05], [0.05, 0.00, 0.02], [0.01, -0.12, 0.07], [0.02, 0.08, 0.03], [0.02, 0.08, 0.03], [-0.23, -0.02, -0.39], [0.21, 0.02, 0.17], [-0.22, 0.11, 0.06], [-0.03, 0.06, -0.04], [0.08, -0.25, 0.05], [0.01, 0.08, 0.00], [0.01, 0.03, 0.02], [-0.04, 0.10, -0.09]], "lowdin_charge": [-0.098, -0.249, -0.215, -0.178, -0.126, -0.163, -0.102, -0.005, -0.102, -0.166, -0.173, -0.198, -0.198, -0.183, -0.279, -0.250, 0.579, -0.160, -0.174, -0.258, -0.094, -0.079, -0.085, -0.085, -0.117, -0.301, 0.122, 0.139, 0.150, -0.449, 0.052, -0.155, 0.699, -0.353, -0.314, 0.077, 0.060, 0.079, 0.102, 0.103, 0.075, 0.097, 0.105, 0.117, 0.121, 0.106, 0.154, 0.135, 0.136, 0.131, 0.128, 0.123, 0.094, 0.095, 0.120, 0.125, 0.073, 0.115, 0.088, 0.111, 0.106, 0.065, 0.095, 0.085, 0.073, 0.019, 0.030, 0.004, 0.035, 0.034, 0.029, 0.102, 0.105, 0.103, 0.104, 0.089, 0.163, 0.078, 0.084, 0.164, 0.084, 0.120, 0.082, -0.693, 0.131, 0.131, 0.134, 0.581, -0.289, -0.283, -0.301, 0.563, -0.312, -0.292, -0.681, 0.143, 0.127, 0.090], "homo_ev": -8.46, "fmax_ev_per_a": 1.55, "lumo_ha": -0.0611, "e_tot_ev": -108952.744, "multiplicity": 1}

---

No. 2
{"formula": "C4H13N3", "method": "wB97M-V/def2-TZVPD", "species": ["C", "N", "C", "C", "N", "C", "N", "H", "H", "H", "H", "H", "H", "H", "H", "H", "H", "H", "H", "H"], "coordinates": [[0.174, 2.524, -1.514], [0.710, 1.820, -0.328], [-0.402, 1.277, 0.463], [0.163, 0.238, 1.436], [0.282, -1.122, 0.936], [-0.622, -1.678, -0.068], [-0.207, -2.922, -0.674], [0.911, 3.065, -2.092], [-0.468, 1.899, -2.149], [-0.593, 3.160, -1.049], [1.288, 1.014, -0.571], [-1.176, 0.786, -0.153], [-0.926, 2.132, 0.902], [1.167, 0.565, 1.715], [-0.438, 0.264, 2.360], [0.397, -1.776, 1.685], [-1.596, -1.889, 0.368], [-0.715, -0.904, -0.825], [0.442, -2.757, -1.433], [0.161, -3.679, -0.102]], "atomic_forces_ev_per_a": [[-1.05, -0.53, 1.37], [-0.27, -0.48, -0.79], [0.38, -0.30, -0.45], [-0.63, 0.51, 0.87], [0.66, -0.31, -1.01], [0.01, -0.08, 0.87], [0.42, 0.02, -0.90], [0.10, 0.11, 0.08], [0.45, -0.34, -0.32], [0.47, 0.69, -0.46], [0.02, 0.36, -0.27], [0.12, 0.21, -0.07], [0.23, -0.26, 0.54], [-0.06, 0.13, 0.10], [-0.04, 0.03, -0.11], [0.10, -0.13, 0.38], [-0.50, 0.25, 0.04], [-0.22, -0.41, -0.31], [0.10, -0.10, 0.19], [-0.27, 0.63, 0.23]], "nbo_charge": [-0.419, -0.614, -0.233, -0.226, -0.660, -0.046, -0.847, 0.206, 0.164, 0.188, 0.351, 0.159, 0.196, 0.202, 0.172, 0.357, 0.146, 0.180, 0.359, 0.365], "homo_ev": -8.47, "e_above_lowest_kj_mol": 135.94, "fmax_ev_per_a": 1.81, "lumo_ha": 0.0384, "e_tot_ev": -8828.004, "multiplicity": 1}

---

No. 3
{"formula": "C6H9N", "method": "wB97M-V/def2-TZVPD", "species": ["C", "N", "C", "C", "C", "C", "C", "H", "H", "H", "H", "H", "H", "H", "H", "H"], "coordinates": [[-0.872, -0.850, 1.481], [-0.978, -0.033, 0.290], [-0.361, 1.216, 0.195], [1.373, 0.924, -0.506], [1.209, -0.592, -0.730], [-0.306, -0.415, -0.966], [0.005, 1.097, -1.205], [0.164, -1.037, 1.805], [-1.357, -1.809, 1.281], [-1.410, -0.366, 2.302], [-0.619, 2.124, 0.735], [1.064, 1.198, 0.622], [1.589, -1.314, 0.003], [1.648, -0.834, -1.707], [-0.882, -1.088, -1.599], [-0.267, 1.780, -2.000]], "atomic_forces_ev_per_a": [[-0.04, -0.11, 0.12], [-0.12, -0.07, -0.01], [-0.79, 0.17, -0.11], [-0.19, -0.08, 0.51], [0.08, -0.13, 0.17], [-0.15, -0.34, -0.37], [-0.34, 0.30, -0.15], [-0.12, 0.08, -0.10], [0.07, 0.07, 0.07], [0.08, -0.04, -0.12], [0.25, -0.22, 0.18], [1.21, 0.19, -0.35], [-0.16, 0.09, -0.01], [0.01, 0.21, 0.24], [0.11, 0.01, -0.03], [0.10, -0.12, -0.04]], "nbo_charge": [-0.423, -0.395, -0.014, -0.306, -0.465, -0.041, -0.283, 0.181, 0.208, 0.208, 0.235, 0.234, 0.198, 0.229, 0.204, 0.230], "homo_ev": -7.73, "e_above_lowest_kj_mol": 529.74, "fmax_ev_per_a": 1.28, "lumo_ha": 0.0386, "e_tot_ev": -7852.669, "multiplicity": 1}

---

No. 4
{"formula": "C7H12", "method": "wB97M-V/def2-TZVPD", "species": ["C", "C", "C", "C", "C", "H", "H", "H", "H", "H", "H", "H", "H", "C", "C", "H", "H", "H", "H"], "coordinates": [[1.098, -1.506, 0.468], [0.481, -1.656, -0.704], [-0.467, -0.789, -1.359], [-1.528, -0.322, -0.718], [-1.831, -0.069, 0.723], [0.801, -0.872, 1.296], [1.966, -2.119, 0.628], [0.585, -2.592, -1.252], [-0.479, -0.765, -2.456], [-2.347, -0.200, -1.391], [-2.855, 0.301, 0.735], [-1.767, -0.959, 1.357], [-1.203, 0.721, 1.158], [1.046, 1.781, -0.389], [1.379, 1.745, 0.897], [1.364, 1.029, -1.101], [0.583, 2.668, -0.821], [2.047, 1.037, 1.383], [1.126, 2.569, 1.545]], "atomic_forces_ev_per_a": [[0.04, -0.52, 0.16], [0.71, 0.08, -0.01], [-0.77, -0.73, 0.29], [-0.50, 0.31, -0.37], [-0.20, -0.06, -0.04], [0.25, 0.57, -0.63], [-0.14, -0.70, 0.55], [1.01, 0.28, -0.24], [-0.04, -0.34, 0.43], [-0.66, 1.08, -0.31], [-0.04, -0.08, 0.39], [0.10, 0.02, -0.04], [0.02, -0.31, -0.22], [0.73, 0.31, 0.11], [0.43, 0.54, -0.10], [-0.02, -0.06, 0.16], [-0.29, -0.32, 0.22], [-0.36, -0.31, -0.43], [-0.26, 0.23, 0.07]], "nbo_charge": [-0.414, -0.215, -0.246, -0.131, -0.676, 0.203, 0.196, 0.206, 0.210, 0.191, 0.218, 0.224, 0.237, -0.373, -0.410, 0.200, 0.196, 0.197, 0.188], "homo_ev": -8.49, "e_above_lowest_kj_mol": 292.06, "fmax_ev_per_a": 1.30, "lumo_ha": 0.0430, "e_tot_ev": -7450.404, "multiplicity": 1}

---

Look up the multiplicity of the second one.
1

---

Please write out number 2 again, unchanged.
{"formula": "C4H13N3", "method": "wB97M-V/def2-TZVPD", "species": ["C", "N", "C", "C", "N", "C", "N", "H", "H", "H", "H", "H", "H", "H", "H", "H", "H", "H", "H", "H"], "coordinates": [[0.174, 2.524, -1.514], [0.710, 1.820, -0.328], [-0.402, 1.277, 0.463], [0.163, 0.238, 1.436], [0.282, -1.122, 0.936], [-0.622, -1.678, -0.068], [-0.207, -2.922, -0.674], [0.911, 3.065, -2.092], [-0.468, 1.899, -2.149], [-0.593, 3.160, -1.049], [1.288, 1.014, -0.571], [-1.176, 0.786, -0.153], [-0.926, 2.132, 0.902], [1.167, 0.565, 1.715], [-0.438, 0.264, 2.360], [0.397, -1.776, 1.685], [-1.596, -1.889, 0.368], [-0.715, -0.904, -0.825], [0.442, -2.757, -1.433], [0.161, -3.679, -0.102]], "atomic_forces_ev_per_a": [[-1.05, -0.53, 1.37], [-0.27, -0.48, -0.79], [0.38, -0.30, -0.45], [-0.63, 0.51, 0.87], [0.66, -0.31, -1.01], [0.01, -0.08, 0.87], [0.42, 0.02, -0.90], [0.10, 0.11, 0.08], [0.45, -0.34, -0.32], [0.47, 0.69, -0.46], [0.02, 0.36, -0.27], [0.12, 0.21, -0.07], [0.23, -0.26, 0.54], [-0.06, 0.13, 0.10], [-0.04, 0.03, -0.11], [0.10, -0.13, 0.38], [-0.50, 0.25, 0.04], [-0.22, -0.41, -0.31], [0.10, -0.10, 0.19], [-0.27, 0.63, 0.23]], "nbo_charge": [-0.419, -0.614, -0.233, -0.226, -0.660, -0.046, -0.847, 0.206, 0.164, 0.188, 0.351, 0.159, 0.196, 0.202, 0.172, 0.357, 0.146, 0.180, 0.359, 0.365], "homo_ev": -8.47, "e_above_lowest_kj_mol": 135.94, "fmax_ev_per_a": 1.81, "lumo_ha": 0.0384, "e_tot_ev": -8828.004, "multiplicity": 1}